1.
C2H2O2Pd | ωB97M-V/def2-TZVPD

Structure (ORCA input):
```
! wB97M-V def2-TZVPD RIJCOSX def2/J DEFGRID3
* xyz 1 4
O 0.33935 1.41365 0.55165
C -0.57242 0.58756 0.22477
C -0.18326 -0.69520 -0.27874
O 1.05959 -0.88722 -0.54687
Pd 1.72169 0.64743 -0.17134
H -0.94122 -1.36436 -0.70528
H -1.42373 0.29814 0.92580
*
```

Calculated values
Electronic energy   -355.20999 Ha
Highest occupied orbital energy (alpha / beta)   -14.7 / -16.8 eV
⟨S²⟩   3.758
Gap between HOMO and LUMO (alpha / beta)   9.51 / 8.27 eV
LUMO level (alpha / beta)   -5.180 / -8.522 eV

2.
C28H43Cl2N4O4RhS2Si4 | ωB97M-V/def2-TZVPD

Structure (ORCA input):
```
! wB97M-V def2-TZVPD RIJCOSX def2/J DEFGRID3
* xyz 0 5
Rh -0.79933 -0.17403 0.00824
Cl -1.16863 -5.15061 3.54840
C -2.16037 -3.77255 3.18486
C -3.35556 -3.71734 3.93063
C -4.26743 -2.75364 3.68220
Cl -5.72972 -2.70974 4.61920
C -4.05081 -1.81993 2.63615
C -5.03145 -0.86555 2.29526
C -4.82845 -0.04370 1.23442
C -3.62490 -0.16589 0.52853
N -2.65588 -1.00498 0.84863
C -2.84141 -1.86336 1.90151
C -1.82929 -2.84680 2.22189
O -0.68080 -2.83116 1.54418
H -3.53013 -4.46329 4.69185
H -5.94175 -0.81857 2.87539
H -5.55689 0.69183 0.92731
H -3.43542 0.46837 -0.32753
C 2.47515 -2.93418 -3.64654
Si 0.82921 -2.07673 -3.36445
C 0.32155 -1.24869 -4.97524
C -0.45030 -3.38592 -2.93900
Si 0.90167 -0.55899 -1.62220
Si 0.87350 -3.45606 1.91639
C 0.93066 -5.24455 1.36925
C 2.17421 -2.58781 0.93086
C 1.23752 -3.06590 3.70433
Si 2.52687 1.05366 -1.79725
C 4.15969 0.41268 -2.47895
C 2.93407 1.85531 -0.12550
C 1.96052 2.47569 -2.89577
H 2.40587 -3.61171 -4.50169
H 2.75737 -3.52116 -2.77044
H 3.27882 -2.22636 -3.84384
H 0.22401 -1.98133 -5.78027
H 1.05698 -0.50088 -5.28122
H -0.63760 -0.74800 -4.83631
H -0.70964 -3.99172 -3.81038
H -1.36603 -2.92443 -2.56373
H -0.07344 -4.05343 -2.16113
H 1.55783 -5.31966 0.47932
H -0.05765 -5.63016 1.12368
H 1.35337 -5.89434 2.13687
H 2.12446 -2.78021 -0.14058
H 3.11725 -3.00531 1.30337
H 2.20767 -1.51128 1.09514
H 0.35093 -2.76235 4.25651
H 1.94027 -2.23103 3.72586
H 1.68887 -3.91391 4.22268
H 4.52586 -0.44903 -1.91779
H 4.90770 1.20874 -2.42746
H 4.07471 0.10653 -3.52183
H 4.23688 0.53484 0.50457
H 2.03751 2.29905 0.31739
H 3.64168 2.68222 -0.28158
H 1.73773 2.12334 -3.90484
H 2.71999 3.25964 -2.96553
H 1.04831 2.91100 -2.48244
C -0.95007 3.67689 -4.78148
N -1.75200 2.68144 -4.07920
C -1.70498 2.40828 -2.75385
S -1.97883 0.79570 -2.26894
N -1.46514 3.37256 -1.87866
C -1.59153 4.80418 -2.09533
H -0.47468 3.19548 -5.63489
H -0.15900 4.05138 -4.13995
H -1.55002 4.51314 -5.14153
H -2.00840 1.87075 -4.61956
H -1.38995 3.10641 -0.89571
H -2.29991 5.00788 -2.89624
H -0.63802 5.28072 -2.32595
H -1.97016 5.23409 -1.17108
O -1.25758 3.60320 0.96314
C -0.59521 2.80248 1.61269
N -0.33991 1.51752 1.25685
S 0.54811 0.65411 2.38467
O -0.36354 -0.25386 3.13368
O 3.44009 0.94123 0.86000
C 0.78081 2.09557 3.42568
C 1.48519 2.18997 4.60872
C 1.46563 3.41528 5.26462
C 0.76418 4.49843 4.73786
C 0.06542 4.38170 3.54348
C 0.08540 3.15899 2.89760
H 2.02624 1.34493 5.01311
H 2.00477 3.53107 6.19535
H 0.76866 5.44213 5.26713
H -0.48140 5.21173 3.11641
*
```

Calculated values
Electronic energy   -4598.07952 Ha
Highest occupied orbital energy (alpha / beta)   -5.6 / -8.3 eV
⟨S²⟩   6.011
Gap between HOMO and LUMO (alpha / beta)   5.36 / 7.51 eV
LUMO level (alpha / beta)   -0.220 / -0.754 eV

3.
CH9O4 | ωB97M-V/def2-TZVPD

Structure (ORCA input):
```
! wB97M-V def2-TZVPD RIJCOSX def2/J DEFGRID3
* xyz -1 1
C 1.33875 -0.45093 1.92686
O 1.15049 -0.25801 0.52988
H 0.91354 -1.37432 2.31581
H 2.41509 -0.49008 2.15972
H 0.93567 0.45499 2.41855
H -1.18655 -0.51095 -1.25836
H -0.67434 0.39049 -2.43249
O -1.35681 -0.23083 -2.18663
H 0.53157 1.56084 -0.30840
H -0.78706 2.31901 -0.30854
O 0.12569 2.39786 -0.59064
H 0.23502 -0.76612 0.46204
H -1.00356 -1.86581 -0.42434
O -1.13195 -1.43107 0.42795
*
```

Calculated values
Electronic energy   -344.47452 Ha
Highest occupied orbital energy   -4.3 eV
Gap between HOMO and LUMO   8.48 eV
LUMO level   4.157 eV

4.
C15H13ClFI2N2O9Sn | ωB97M-V/def2-TZVPD

Structure (ORCA input):
```
! wB97M-V def2-TZVPD RIJCOSX def2/J DEFGRID3
* xyz 1 1
Sn -1.53082 -0.61363 -2.54305
C 2.05241 3.09709 3.22814
C 1.21711 1.87128 3.57227
C 1.87324 0.93381 4.57362
C 3.15122 0.34362 3.99692
C 2.89180 -0.26905 2.64659
C 3.72261 -1.23852 2.13932
C 3.46970 -1.81039 0.89212
F 4.31833 -2.74184 0.44681
C 2.39208 -1.45985 0.13455
C 1.52154 -0.47693 0.63001
C 0.36138 -0.09222 -0.14352
O 0.18917 -0.65047 -1.29208
C -0.48263 0.88942 0.39944
C -0.14130 1.46208 1.60965
N 0.91418 1.11343 2.32792
C 1.77839 0.12603 1.87239
C -1.73202 1.42479 -0.24775
O -2.18950 2.47992 0.10978
O -2.29820 0.65348 -1.15619
H 2.29319 3.64661 4.13791
H 1.50357 3.76379 2.56306
H 2.98454 2.82052 2.73497
H 0.24880 2.18690 3.96012
H 1.17361 0.13395 4.82693
H 2.07990 1.48743 5.48890
H 3.55847 -0.41456 4.66532
H 3.91762 1.11730 3.90477
H 4.58233 -1.57633 2.70423
H 2.20339 -1.92277 -0.82221
H -0.76662 2.25402 2.00307
O -3.51447 0.81129 -4.35557
Cl -4.16679 -0.25963 -5.04077
O -5.40654 0.12492 -5.58863
O -3.24555 -0.65362 -6.22407
O -4.22433 -1.43606 -4.25267
I -3.23428 -2.68987 -0.83778
C -3.31645 -4.12337 -2.41348
I -1.45651 -4.43052 -3.36897
H -4.02199 -3.74537 -3.14149
H -3.64570 -5.05447 -1.97104
O -3.71734 0.62847 -8.15560
N -3.04031 0.79638 -7.24651
O -2.26722 1.49298 -6.76748
*
```

Calculated values
Electronic energy   -2735.25130 Ha
Highest occupied orbital energy   -11.8 eV
Gap between HOMO and LUMO   7.58 eV
LUMO level   -4.171 eV

5.
C34H53BrN2P2Pt | ωB97M-V/def2-TZVPD

Structure (ORCA input):
```
! wB97M-V def2-TZVPD RIJCOSX def2/J DEFGRID3
* xyz 4 5
N 0.48483 -6.07058 1.95951
C -0.43444 -5.91332 1.00097
C -0.23045 -5.05880 -0.08221
C 0.99378 -4.36789 -0.19377
C 1.96748 -4.57346 0.80469
C 1.65373 -5.43352 1.86862
C 1.17626 -3.44930 -1.28440
Pt -0.63971 0.87381 0.45346
P -0.40487 2.75593 -0.85171
C 2.28768 -2.68328 -1.49016
C 2.27791 -1.51136 -2.33314
C 3.36390 -0.61373 -2.28202
C 3.35567 0.55419 -3.03029
C 2.21365 0.85952 -3.78607
C 1.13591 -0.02221 -3.89230
C 1.16329 -1.19928 -3.14351
Br 2.21276 2.48830 -4.82220
H 0.32630 -3.38106 -1.97054
H 3.22468 -2.91187 -0.97190
H -1.00859 -4.93194 -0.83400
H 2.93781 -4.08231 0.77149
H -1.37250 -6.47229 1.08658
H 2.38741 -5.60592 2.66068
H 4.21099 -0.85577 -1.63427
H 0.31102 -1.87519 -3.18330
H 4.20127 1.23326 -3.01990
H 0.29330 0.21048 -4.53251
P 0.67361 0.70108 2.24095
C -1.35239 2.42313 -2.37401
C -1.00032 3.23320 -3.61804
H -2.40985 2.56166 -2.10587
H -1.21795 1.34843 -2.57776
H -1.65551 2.92000 -4.44048
H -1.12013 4.31665 -3.49385
H 0.02759 3.02748 -3.94730
C 1.33904 3.01784 -1.29726
C 1.75074 4.41616 -1.77394
H 1.54281 2.27736 -2.07833
H 1.94352 2.72169 -0.42615
H 2.78132 4.36175 -2.14966
H 1.12821 4.79799 -2.59389
H 1.73648 5.14176 -0.95148
C -0.94017 4.31739 -0.06901
C -1.71671 5.30472 -0.94503
H -0.02457 4.79711 0.30971
H -1.53353 4.03428 0.81428
H -2.03725 6.14766 -0.32015
H -1.10429 5.72423 -1.75504
H -2.61813 4.85723 -1.38284
C -0.40968 0.99051 3.70170
C -1.16522 2.30581 3.62074
H 0.23206 0.94355 4.59277
H -1.10954 0.14172 3.77565
H -1.72325 2.45941 4.55182
H -0.49327 3.16004 3.48049
H -1.88974 2.30205 2.79955
C 1.97029 2.00528 2.30493
C 3.33064 1.61524 1.71794
H 2.07219 2.26274 3.36970
H 1.56189 2.89008 1.79672
H 3.94878 2.51623 1.61023
H 3.87094 0.92425 2.37779
H 3.25124 1.14857 0.72669
C 1.64280 -0.79167 2.66952
C 0.94219 -1.91873 3.41961
H 2.49856 -0.43181 3.26608
H 2.04622 -1.16291 1.71231
H 1.69384 -2.62303 3.80705
H 0.34616 -1.56310 4.27270
H 0.29625 -2.49152 2.74677
C -4.02165 -2.20949 2.90483
N -2.58702 -2.39471 2.56563
C -2.14656 -3.73389 3.05150
C -2.20713 -2.15257 1.07960
C -3.03822 -1.07234 0.47756
C -4.30539 -1.41717 -0.02621
C -5.22155 -0.42852 -0.35176
C -4.87466 0.91573 -0.20522
C -3.57291 1.27225 0.18152
C -2.62414 0.26642 0.38594
H -4.62798 -2.89383 2.30721
H -4.32199 -1.17174 2.74422
H -4.13339 -2.45998 3.96314
H -2.05208 -1.66655 3.07132
H -2.66984 -4.49708 2.46748
H -1.06792 -3.85286 2.92746
H -2.42246 -3.81423 4.10881
H -1.12962 -1.94000 1.06255
H -2.38118 -3.10857 0.57262
H -4.55575 -2.47977 -0.11942
H -6.21378 -0.71190 -0.70614
H -5.60050 1.69634 -0.41683
H -3.27001 2.30911 0.31954
*
```

Calculated values
Electronic energy   -4811.28857 Ha
Highest occupied orbital energy (alpha / beta)   -17.6 / -18.7 eV
⟨S²⟩   6.092
Gap between HOMO and LUMO (alpha / beta)   5.15 / 3.45 eV
LUMO level (alpha / beta)   -12.428 / -15.267 eV

6.
C3H3N3O2 | ωB97M-V/def2-TZVPD

Structure (ORCA input):
```
! wB97M-V def2-TZVPD RIJCOSX def2/J DEFGRID3
* xyz 0 1
C -0.54433 -0.44165 -1.88667
C -0.64123 0.11741 0.17462
C 0.66868 0.04608 -0.07603
H -0.26827 -1.72013 -1.98360
H -0.99427 0.07718 -3.01756
H 2.44304 -0.32799 1.19934
N -0.77716 0.14867 1.56802
N 0.47434 0.23251 2.01493
N 1.33015 0.20455 1.07341
O -1.52169 -0.03743 -0.78217
O 0.86288 -0.02011 -1.47587
*
```

Calculated values
Electronic energy   -430.65815 Ha
Highest occupied orbital energy   -8.6 eV
Gap between HOMO and LUMO   8.85 eV
LUMO level   0.209 eV

The evaluated relative energy (zero: lowest compared OMol25 entry of this formula, charge and spin) for the records listed, in turn: 0.551; 0.000; 0.556; 0.776; 0.000; 7.152 eV.